(one)
ORCA calculation (ωB97M-V/def2-TZVPD) on one molecule with the formula C2H5NO2.

The geometry in ORCA input format:
```
! wB97M-V def2-TZVPD RIJCOSX def2/J DEFGRID3
* xyz 0 1
C 0.63943 -0.08926 0.94657
N -0.28839 -0.69424 0.01147
C -0.74076 -0.07400 -1.09504
O -1.29316 -0.59976 -2.03900
O -0.56863 1.28855 -1.24241
H 1.56998 -0.66700 1.04970
H 0.99660 0.89884 0.68136
H 0.34481 -0.09620 1.99903
H -0.42635 -1.67854 0.14615
H -0.23353 1.71161 -0.45783
*
```

## Properties
**Kohn-Sham gap**: 10.534 eV
**SMILES**: CNC(=O)O
**Highest occupied orbital energy**: -10.03 eV



(two)
ORCA calculation (ωB97M-V/def2-TZVPD) on a 2-piece molecular cluster, C2H5NO2 overall.

The geometry in ORCA input format:
```
! wB97M-V def2-TZVPD RIJCOSX def2/J DEFGRID3
* xyz 0 1
N -1.64146 -1.80576 -0.57318
C -1.92162 -0.51374 -0.58188
O -1.02776 0.29232 -0.07774
H -2.49327 -2.34742 -0.51140
H -0.99324 -2.04791 0.19114
H -2.77387 -0.12153 -1.20974
C 2.67412 0.89078 0.94210
O 1.92038 1.40624 0.15825
H 2.78786 1.25517 2.09319
H 3.30682 0.05127 0.64370
*
```

## Properties
**Kohn-Sham gap**: 10.662 eV
**SMILES**: NC=O.C=O
**Highest occupied orbital energy**: -9.76 eV



(three)
ORCA calculation (ωB97M-V/def2-TZVPD) on one molecule with the formula C2H5NO2.

The geometry in ORCA input format:
```
! wB97M-V def2-TZVPD RIJCOSX def2/J DEFGRID3
* xyz 0 1
C -0.66972 -0.65682 0.81783
C 0.20674 0.25908 0.04787
O 0.31989 1.48348 0.51958
N 0.95595 -0.12446 -0.98160
O 0.32104 0.80805 -1.90954
H -1.55923 -0.84750 0.21123
H -0.16739 -1.61154 0.98596
H -0.96665 -0.21931 1.76784
H 0.75296 1.99926 -0.19337
H 0.80641 -1.09022 -1.26578
*
```

## Properties
**Kohn-Sham gap**: 8.555 eV
**SMILES**: C/C(O)=[NH+]/[O-]
**Highest occupied orbital energy**: -8.10 eV



(four)
ORCA calculation (ωB97M-V/def2-TZVPD) on one molecule with the formula C2H5NO2.

The geometry in ORCA input format:
```
! wB97M-V def2-TZVPD RIJCOSX def2/J DEFGRID3
* xyz 0 1
N 1.43450 0.02656 0.22678
C 0.35844 -0.74771 -0.07202
O 0.39912 -1.96308 -0.13395
C -0.95748 -0.00728 -0.30282
O -0.94906 1.35563 0.06492
H 2.31699 -0.45113 0.31647
H 1.43243 1.01469 0.03987
H -1.19148 -0.05193 -1.37082
H -1.73171 -0.58322 0.21683
H -1.11175 1.40748 1.01474
*
```

## Properties
**Kohn-Sham gap**: 10.438 eV
**SMILES**: NC(=O)CO
**Highest occupied orbital energy**: -9.75 eV



It comes down to (four), which is 16.1 kJ/mol more stable than the next structure.



(one)
ORCA calculation (ωB97M-V/def2-TZVPD) on a 2-piece molecular cluster, C2H5NO2 overall.

The geometry in ORCA input format:
```
! wB97M-V def2-TZVPD RIJCOSX def2/J DEFGRID3
* xyz 0 1
N 0.64249 -2.20169 0.28431
C 0.05842 -1.08100 -0.19555
O -0.52650 -1.00700 -1.25473
H 1.14661 -2.18532 1.15724
H 0.49465 -3.08486 -0.16618
H 0.14203 -0.21575 0.46577
C -0.48802 2.45972 -0.10395
O -0.07737 2.08403 0.96288
H -0.95337 3.45852 -0.17182
H -0.43894 1.77335 -0.97796
*
```

## Properties
**Kohn-Sham gap**: 10.751 eV
**SMILES**: NC=O.C=O
**Highest occupied orbital energy**: -9.80 eV



(two)
ORCA calculation (ωB97M-V/def2-TZVPD) on a 2-piece molecular cluster, C2H5NO2 overall.

The geometry in ORCA input format:
```
! wB97M-V def2-TZVPD RIJCOSX def2/J DEFGRID3
* xyz 0 1
C -0.29544 0.59658 -0.18752
C -1.32234 -0.37584 0.09401
N 2.50165 0.12277 0.21562
O 0.05040 1.70130 -0.29414
O 1.38741 -0.62759 0.12731
H -2.40612 -0.21316 0.46906
H -1.57565 -0.76166 -0.94045
H -0.71728 -1.11476 0.75146
H 2.47430 0.96388 0.74026
H 2.78111 0.47975 -0.63939
*
```

## Properties
**Kohn-Sham gap (spin up / spin down)**: 8.115 / 8.110 eV
**Highest occupied orbital energy (spin up / spin down)**: -7.75 / -7.75 eV



It comes down to (one), which is 359.8 kJ/mol more stable than the next structure.



(one)
ORCA calculation (ωB97M-V/def2-TZVPD) on one molecule with the formula CH4N2OS.

The geometry in ORCA input format:
```
! wB97M-V def2-TZVPD RIJCOSX def2/J DEFGRID3
* xyz 0 1
O 1.22494 -1.12030 0.12713
N 1.77527 0.11654 -0.17173
C 0.88406 1.02184 -0.07537
N -0.46813 0.88467 0.24183
S -1.58149 -0.31344 -0.14184
H 1.98484 -1.71657 0.08189
H 1.21716 2.10549 -0.18858
H -0.94056 1.72035 0.58471
H -1.21150 -1.27134 0.73594
*
```

## Properties
**Kohn-Sham gap**: 9.396 eV
**SMILES**: O/N=C\NS
**Highest occupied orbital energy**: -8.60 eV



(two)
ORCA calculation (ωB97M-V/def2-TZVPD) on one molecule with the formula CH4N2OS.

The geometry in ORCA input format:
```
! wB97M-V def2-TZVPD RIJCOSX def2/J DEFGRID3
* xyz 0 1
N -0.30236 -1.08707 1.06249
C -0.12054 -0.40957 -0.04770
S 0.28099 -1.21987 -1.57893
N 0.09640 1.01627 0.02979
O -0.20666 1.81501 -1.03546
H 0.20050 -2.00112 0.98306
H 0.47011 -0.62917 1.92002
H -0.71052 1.24765 0.51308
H 0.29208 1.26786 -1.84636
*
```

## Properties
**Kohn-Sham gap**: 8.671 eV
**SMILES**: NC(=S)NO
**Highest occupied orbital energy**: -8.97 eV



It comes down to (one), which is 108.2 kJ/mol more stable than the next structure.



(one)
ORCA calculation (ωB97M-V/def2-TZVPD) on one molecule with the formula CH4N2OS.

The geometry in ORCA input format:
```
! wB97M-V def2-TZVPD RIJCOSX def2/J DEFGRID3
* xyz 0 1
O -1.64939 0.02742 -0.59891
N -0.87361 -1.10177 -0.72822
C 0.31059 -0.68898 -0.49011
N 0.53855 0.55186 -0.04116
S 1.87369 1.02345 0.87693
H -2.56752 -0.27998 -0.64374
H 1.12846 -1.44211 -0.57242
H -0.17373 1.20531 0.13960
H 1.41297 0.70479 2.05804
*
```

## Properties
**Kohn-Sham gap**: 9.676 eV
**SMILES**: O/N=C\NS
**Highest occupied orbital energy**: -8.87 eV



(two)
ORCA calculation (ωB97M-V/def2-TZVPD) on a 2-piece molecular cluster, CH4N2OS overall.

The geometry in ORCA input format:
```
! wB97M-V def2-TZVPD RIJCOSX def2/J DEFGRID3
* xyz 0 1
N 0.17459 1.48170 3.11109
C -0.68033 1.40147 2.28465
O -1.63313 1.48190 1.63888
H 1.11777 1.18286 3.19161
N -1.19822 -0.53779 -1.40292
S -0.51426 -0.98841 0.07335
H -0.87521 -1.08139 -2.18861
H -1.17167 0.45809 -1.57781
H 0.79976 -0.66147 -0.10083
*
```

## Properties
**Kohn-Sham gap**: 9.945 eV
**SMILES**: N=C=O.NS
**Highest occupied orbital energy**: -9.31 eV



It comes down to (two), which is 172.4 kJ/mol more stable than the next structure.



(one)
ORCA calculation (ωB97M-V/def2-TZVPD) on CH4N2OS as an isolated structure.

The geometry in ORCA input format:
```
! wB97M-V def2-TZVPD RIJCOSX def2/J DEFGRID3
* xyz 0 1
C 0.34884 0.29880 -0.82900
H -1.16463 -1.10886 -1.50719
H -1.04293 -0.67431 0.12130
H 0.84742 1.38353 1.03566
H 0.01965 -1.06916 1.90568
N -0.29293 -0.80366 -0.79157
N 0.73651 0.49744 0.58067
O -0.30072 0.07039 1.46988
S 0.84880 1.40585 -1.98544
*
```

## Properties
**Kohn-Sham gap**: 8.417 eV
**Highest occupied orbital energy**: -8.50 eV



(two)
ORCA calculation (ωB97M-V/def2-TZVPD) on one molecule with the formula CH4N2OS.

The geometry in ORCA input format:
```
! wB97M-V def2-TZVPD RIJCOSX def2/J DEFGRID3
* xyz 0 1
H 2.13939 -2.16068 1.48332
N 1.35980 -1.59805 1.89920
C 0.67835 -0.92711 1.11697
S -1.03158 -0.45350 1.52113
O -1.46817 -0.15243 -0.00461
N -1.24923 1.24383 -0.57541
H 0.73454 -0.73332 -0.01376
H -1.48659 1.23539 -1.53677
H -1.93661 1.70431 0.01537
*
```

## Properties
**Kohn-Sham gap**: 9.933 eV
**SMILES**: [H]/N=C/SON
**Highest occupied orbital energy**: -9.13 eV



(three)
ORCA calculation (ωB97M-V/def2-TZVPD) on one molecule with the formula CH4N2OS.

The geometry in ORCA input format:
```
! wB97M-V def2-TZVPD RIJCOSX def2/J DEFGRID3
* xyz 0 1
N 0.32353 1.26725 -0.00382
C 0.74477 0.00570 0.05447
S 2.28524 -0.55795 -0.08983
N -0.22508 -0.96795 0.20896
O -1.45879 -0.59687 -0.28073
H -0.64770 1.50969 -0.08173
H 1.03871 1.94397 -0.07245
H 0.02079 -1.80131 -0.18686
H -2.08147 -0.80252 0.45199
*
```

## Properties
**Kohn-Sham gap**: 9.035 eV
**SMILES**: NC(=S)NO
**Highest occupied orbital energy**: -8.48 eV



It comes down to (three), which is 212.2 kJ/mol more stable than the next structure.



(one)
ORCA calculation (ωB97M-V/def2-TZVPD) on a 2-piece molecular cluster, CH4N2OS overall.

The geometry in ORCA input format:
```
! wB97M-V def2-TZVPD RIJCOSX def2/J DEFGRID3
* xyz 0 1
C 1.86859 -0.51812 0.47480
N 1.00620 0.25604 0.08391
N -2.58094 0.63999 0.35767
O -1.88384 -0.59202 0.82345
S -0.92981 -1.42725 -0.22031
H 2.80439 -0.01719 0.56102
H 1.95195 -1.56907 0.70321
H -1.75047 1.26267 0.54694
H -2.90334 0.61770 -0.63476
*
```

## Properties
**Kohn-Sham gap (spin up / spin down)**: 7.076 / 7.076 eV
**Highest occupied orbital energy (spin up / spin down)**: -8.70 / -8.69 eV



(two)
ORCA calculation (ωB97M-V/def2-TZVPD) on CH4N2OS as an isolated structure.

The geometry in ORCA input format:
```
! wB97M-V def2-TZVPD RIJCOSX def2/J DEFGRID3
* xyz 0 1
C 0.40148 -0.06909 -0.03841
H 1.37477 1.67967 -0.03116
H -0.10606 1.65437 -1.22677
H -1.48253 0.18971 0.73912
H -0.40734 -1.99167 1.13728
N 0.48460 1.36708 -0.01968
N -0.85565 -0.25004 -0.08172
O -1.03529 -1.49587 -0.34249
S 1.62602 -1.08417 -0.13617
*
```

## Properties
**Kohn-Sham gap**: 7.665 eV
**Highest occupied orbital energy**: -8.84 eV



It comes down to (one), which is 151.3 kJ/mol more stable than the next structure.



(one)
ORCA calculation (ωB97M-V/def2-TZVPD) on a 2-piece molecular cluster, C4H9O3 overall.

The geometry in ORCA input format:
```
! wB97M-V def2-TZVPD RIJCOSX def2/J DEFGRID3
* xyz -1 1
C 0.29117 3.20745 -0.72665
C 0.54769 1.73089 -0.39395
O 0.40737 0.88119 -1.31286
O 0.90503 1.50977 0.78276
H 1.28138 3.64913 -0.84220
H -0.36701 3.70313 -0.01803
H -0.18371 3.31756 -1.71277
C -0.85571 -1.87350 0.21000
C 0.11907 -2.45523 1.21090
O -0.28806 -1.64922 -1.05277
H -1.73435 -2.51861 0.07496
H -1.28841 -0.94465 0.61635
H -0.43184 -2.71954 2.08796
H -0.00298 -0.69322 -1.10520
H 0.98148 -1.81323 1.40033
H 0.61889 -3.33193 0.78118
*
```

## Properties
**Kohn-Sham gap**: 8.677 eV
**Highest occupied orbital energy**: -4.44 eV



(two)
ORCA calculation (ωB97M-V/def2-TZVPD) on a 2-piece molecular cluster, C4H9O3 overall.

The geometry in ORCA input format:
```
! wB97M-V def2-TZVPD RIJCOSX def2/J DEFGRID3
* xyz -1 1
C 2.33300 0.37522 -2.02629
C 1.72801 1.71488 -1.61487
O 1.77392 -0.70860 -1.29768
H 2.15038 0.22198 -3.10255
H 3.41822 0.37163 -1.92447
H 2.33110 2.18946 -0.84185
H 0.96921 -1.00244 -1.75803
H 0.68866 1.60895 -1.31117
H 1.77744 2.44534 -2.43570
C -0.84169 -0.35056 2.55471
C -1.66625 -0.43138 1.25614
O -2.21692 -1.53190 1.03019
O -1.67449 0.60501 0.55701
H -1.43050 0.26072 3.25559
H 0.07696 0.22478 2.39918
H -0.64042 -1.33118 2.97662
*
```

## Properties
**Kohn-Sham gap**: 7.269 eV
**Highest occupied orbital energy**: -3.75 eV



It comes down to (one), which is 67.5 kJ/mol more stable than the next structure.